Below is C15H32N8O3SiTl as an isolated structure at a distorted geometry, with properties calculated with wB97M-V/def2-TZVPD.

```
60
C15H32N8O3SiTl, DFT wB97M-V/def2-TZVPD
C 7.03 -0.53 12.27
N 8.25 -0.42 13.00
N 4.45 -4.22 18.70
H 7.41 -5.15 21.75
H 10.31 -0.03 12.83
C 6.14 0.78 12.42
H 0.15 -4.05 17.87
H 2.51 -0.83 16.95
O 3.96 -3.20 18.04
C 4.51 2.13 13.32
H 6.38 -1.34 12.57
H 3.61 2.19 13.92
N 5.18 0.80 13.55
C 8.49 -0.91 14.36
H 4.80 -4.26 15.96
H 5.13 2.92 13.60
H 9.56 -0.60 11.37
H 1.37 -3.50 12.52
H 8.35 -3.04 20.98
H 5.35 -4.73 13.67
N -2.60 2.60 17.21
C 1.92 -3.29 14.55
N 7.36 -3.13 21.21
H 8.35 -2.01 14.25
H 6.84 1.58 12.56
H 1.96 -1.18 18.62
H 4.33 2.20 12.21
H 7.32 -0.60 11.22
C 4.12 -0.24 13.41
H 7.81 -0.44 15.06
N 5.68 -6.19 20.32
O -3.06 3.46 17.81
C 1.19 -4.34 18.06
C 1.84 -1.44 17.58
H 3.81 -4.24 11.87
N 6.93 -4.45 21.17
H 3.81 -0.36 12.34
H 4.35 -1.11 14.07
C 6.03 -4.90 20.26
H 3.25 0.24 13.89
O 4.02 -5.32 18.42
C 2.84 -3.52 15.53
H 9.30 1.06 11.78
N 5.43 -3.90 19.48
H 9.51 -0.70 14.62
Si 2.37 -3.21 17.27
H 6.19 -6.86 20.90
Tl 4.55 1.15 16.61
H 1.22 -4.18 19.16
H 0.96 -2.97 14.91
H 1.19 -5.40 17.88
C 3.50 -3.96 12.87
C 9.42 0.05 12.22
C 4.11 -3.96 15.21
H 7.12 -2.68 22.06
H 4.93 -6.47 19.73
C 4.39 -4.21 13.88
H 0.85 -1.21 17.29
C 2.21 -3.55 13.19
H 5.59 0.82 11.48
```

Its frontier orbital gap (alpha / beta) is 7.43 / 2.29 eV. The value obtained for the LUMO energy (alpha / beta) is -9.1 / -10.8 eV. The energy relative to the best compared isomer or geometry (same formula, charge and spin) is 0.000 eV. As for the total charge: +3.

=====

Below is C15H32NO2PReSSi as an isolated structure at a distorted geometry, with properties calculated with wB97M-V/def2-TZVPD.

```
54
C15H32NO2PReSSi, DFT wB97M-V/def2-TZVPD
H 1.77 -4.45 2.71
C -3.67 -1.32 1.70
H 0.04 4.99 -4.34
H -1.06 -3.77 -2.19
C -1.24 2.82 -2.07
H 2.13 2.34 -1.60
N -0.14 1.21 -0.71
C 1.56 -3.90 1.79
H -0.53 -3.87 -0.48
Si -2.94 -0.39 0.20
H 1.19 -2.68 -2.85
H -2.15 -3.23 -0.88
C 2.30 -2.58 1.79
H -2.15 -0.68 -2.78
C 2.75 -2.15 3.17
H 0.32 3.89 3.59
C 1.23 3.75 -3.02
H 2.40 3.21 2.34
H 1.84 -2.58 -1.17
H -3.16 -1.10 2.65
C -1.11 -3.28 -1.20
H -0.52 -0.18 -3.32
H -3.33 -1.05 -1.07
C 1.27 -2.06 -1.95
H 2.65 -1.07 3.26
H -1.09 -1.83 -3.66
H 3.83 -2.38 3.29
H -0.17 3.47 1.90
H -2.17 2.41 -1.65
H 3.08 1.55 2.50
S 0.82 1.59 3.11
C 2.23 2.14 2.15
C -0.03 2.25 -1.56
O 2.52 -1.90 0.80
P -0.39 -1.59 -1.32
H 1.83 -1.15 -2.21
H 2.01 1.92 1.10
H -1.18 2.94 3.31
H -2.15 4.14 -3.48
H -4.73 -0.99 1.79
H 1.83 -4.50 0.92
H 2.18 4.15 -3.38
C -0.16 3.12 2.95
C 0.03 4.24 -3.55
H 0.48 -3.69 1.74
O 0.28 0.48 2.17
H -3.82 0.82 0.26
C 1.22 2.77 -2.03
H -3.62 -2.40 1.50
C -1.21 3.76 -3.07
Re -0.55 -0.09 0.42
H -1.62 0.58 1.41
H 2.19 -2.67 3.96
C -1.11 -1.01 -2.93
```

Its frontier orbital gap (alpha / beta) is 5.01 / 7.42 eV. The value obtained for the LUMO energy (alpha / beta) is 0.1 / 0.1 eV. The energy relative to the best compared isomer or geometry (same formula, charge and spin) is 0.962 eV. As for the spin multiplicity: 4. As for the expectation value of S²: 3.784.

=====

Below is a 8-piece molecular cluster, C15H33BBrN7O18P overall at a distorted geometry, with properties calculated with wB97M-V/def2-TZVPD.

```
76
C15H33BBrN7O18P, DFT wB97M-V/def2-TZVPD
H 5.68 -4.42 1.82
H 7.81 -6.00 5.50
C 5.60 -3.37 1.54
H 1.08 1.66 0.88
H 5.28 -6.34 -2.66
C 2.98 0.39 -0.10
O 5.70 -3.86 -0.71
O -9.17 8.43 -3.15
O -0.91 -0.75 0.40
O 6.62 -3.48 4.38
H 0.53 -1.75 -1.50
C -2.33 1.06 1.48
H -5.33 5.00 2.77
C -5.81 5.28 1.83
O -7.85 6.96 -4.05
H -3.62 2.95 -0.89
N -3.45 -2.62 3.27
O -3.97 2.29 -0.26
H 3.09 1.23 0.62
H -2.28 3.49 2.19
O -1.15 2.35 -4.51
H 5.18 0.45 -0.61
H -0.10 3.97 -6.24
H 2.71 -2.57 -2.75
N -8.53 7.39 -3.14
H 6.80 -6.47 4.09
C 6.97 -5.72 4.86
H -2.72 0.95 2.53
C -3.50 -3.45 4.50
H -9.63 6.32 -1.72
O 0.94 2.38 -3.92
O 2.93 -4.87 -4.24
O -2.79 -3.05 2.34
H 5.02 -6.38 -4.43
H 6.08 -5.55 5.46
O 7.15 -2.46 0.08
C 2.73 -1.74 -2.00
C -2.25 -0.28 0.60
O -6.37 7.14 3.09
C -8.59 6.58 -1.89
C 4.19 -0.04 -0.79
O -4.09 -1.58 3.28
H -2.75 -1.03 1.28
H 0.63 -0.05 1.89
Br -0.53 1.28 -1.47
O -7.04 7.07 1.04
H -2.89 -4.34 4.35
N 3.48 -5.49 -3.35
H -6.58 4.57 1.57
O -0.94 1.49 1.54
H -4.54 -3.71 4.69
C 4.92 -5.78 -3.52
O 2.95 -5.88 -2.33
C 1.53 -1.29 -1.31
H 4.56 -3.06 1.47
H 1.49 3.15 -6.12
P 0.19 0.55 0.64
H 4.94 -1.48 -2.34
C 4.05 -1.13 -1.78
H -8.20 7.20 -1.08
H -5.07 5.38 1.04
H 0.08 2.27 -6.79
H -2.86 -0.28 -0.34
O -2.91 3.60 1.46
N 0.04 2.54 -4.72
B -3.11 2.33 0.87
H 5.45 -4.84 -3.61
C 0.41 3.02 -6.08
C 1.65 -0.20 -0.34
N 7.33 -4.45 4.18
N 6.20 -3.22 0.19
H -3.10 -2.84 5.32
N -6.46 6.61 2.01
O 8.32 -4.47 3.47
H -7.98 5.69 -2.02
H 6.14 -2.74 2.24
```

Its frontier orbital gap is 5.86 eV. The value obtained for the LUMO energy is 1.3 eV. As for the total charge: -1.

=====

Below is C15H33BCrF10NO7 as an isolated structure at a distorted geometry, with properties calculated with wB97M-V/def2-TZVPD.

```
68
C15H33BCrF10NO7, DFT wB97M-V/def2-TZVPD
C 3.76 0.41 -2.75
H -2.22 3.03 2.32
F 4.52 -1.29 1.36
C 2.85 0.42 0.90
O 3.01 0.03 -0.48
O -2.92 1.33 3.28
H -1.61 -2.60 -2.51
C -2.42 -3.20 -2.10
O -0.31 2.04 -1.53
H 4.68 1.13 -0.91
F 0.27 -3.00 4.17
F 0.37 -4.60 2.61
H -2.92 0.39 -0.34
C -3.12 1.87 4.57
F 0.15 -2.46 2.01
C 4.16 -0.05 1.68
B 0.75 -3.34 2.92
F -1.20 1.65 -4.50
F 5.26 0.77 1.51
H -2.35 -0.54 1.68
O -0.36 -0.21 -1.38
H 0.33 5.27 -1.61
C 2.13 -3.41 -0.18
O -1.54 -2.68 0.11
H -2.22 1.80 5.18
C 0.19 4.29 -1.15
H 1.88 -4.34 0.32
H -1.25 -0.09 2.53
C -0.36 0.81 -2.33
H -3.25 -2.94 -2.75
H -3.82 1.24 5.13
C 3.68 0.95 -1.30
H -0.96 1.77 0.67
H 2.83 -3.74 -0.94
H 2.79 0.18 -3.19
H 2.68 -2.81 0.55
H -3.50 -3.40 -0.21
H -3.08 -1.78 -0.72
C -0.08 3.23 -2.26
H -1.41 -3.61 0.34
H -3.57 2.86 4.46
H -2.22 -4.27 -2.09
F -1.88 -0.32 -3.93
C -1.50 0.85 -3.49
H 4.16 1.17 -3.41
H 1.09 4.04 -0.59
C -3.00 1.25 0.33
H 2.65 1.48 0.99
F -2.53 1.38 -2.84
O 1.07 -2.65 -0.75
H -2.92 2.21 -0.17
N -1.41 -0.20 1.54
C -2.69 -2.80 -0.63
F 3.90 0.00 2.98
Cr -0.02 -1.26 0.40
F 2.07 -3.21 2.83
H -0.98 3.57 -2.77
C -1.90 2.01 2.51
H 0.77 3.34 -2.93
H 3.14 1.89 -1.36
C -1.74 1.22 1.21
H 0.58 0.76 -2.88
H 1.08 -2.88 -1.69
H 4.41 -0.46 -2.86
O 1.59 -0.17 1.20
H -0.66 4.53 -0.50
H -3.96 1.14 0.83
H -0.87 1.98 2.87
```

Its frontier orbital gap (alpha / beta) is 8.22 / 9.32 eV. The value obtained for the LUMO energy (alpha / beta) is -1.3 / -0.2 eV. The energy relative to the best compared isomer or geometry (same formula, charge and spin) is 2.295 eV. As for the spin multiplicity: 4. As for the expectation value of S²: 3.779.

=====

Which formula does entry 2 have? C15H32NO2PReSSi